(1)
{
  "formula": "C2H6N2S",
  "method": "wB97M-V/def2-TZVPD",
  "gap_ev": 10.10,
  "total_charge": 0,
  "relative_energy_ev": 1.627,
  "mol_weight_g_mol": 90.15,
  "largest_force_ev_per_a": 3.27,
  "homo_ev": -9.42,
  "smiles": "C/N=C\\NS",
  "e_lumo_ev": 0.680,
  "species": ["C", "C", "H", "H", "H", "H", "H", "H", "N", "N", "S"],
  "positions_angstrom": [[-1.3476, 0.5136, -0.5075], [0.1142, -0.0782, 1.0854], [-0.8750, 1.1568, -1.1914], [-1.1864, -0.5329, -0.9196], [-2.4128, 0.8002, -0.6688], [0.4609, -0.2347, 2.1302], [1.4182, -1.6367, 0.8056], [2.3468, 0.7087, -0.6629], [-0.8618, 0.6549, 0.8632], [0.8080, -1.0194, 0.2276], [1.5354, -0.3324, -1.1618]],
  "forces_ev_per_a": [[-1.626, -1.153, -0.557], [1.507, -2.260, 1.825], [1.123, 0.929, -0.703], [-0.374, 1.121, 0.574], [0.512, -0.409, 0.887], [-0.151, 0.544, -0.488], [-0.497, 0.874, -0.945], [-0.771, -1.068, -0.122], [-0.905, 0.264, -1.489], [0.278, 0.818, 0.826], [0.904, 0.340, 0.191]]
}

(2)
{
  "formula": "C28H83Cl4O31P7",
  "method": "wB97M-V/def2-TZVPD",
  "gap_ev": 10.48,
  "total_charge": 0,
  "mol_weight_g_mol": 1274.57,
  "largest_force_ev_per_a": 3.39,
  "homo_ev": -10.02,
  "smiles": "COP(=O)(OC)OC.COP(=O)(OC)OC.COP(=O)(OC)OC.COP(=O)(OC)OC.COP(=O)(OC)OC.COP(=O)(OC)OC.COP(=O)(OC)OC.ClCCCl.ClCCCl.CO.CO.CO",
  "e_lumo_ev": 0.456,
  "species": ["C", "O", "H", "H", "H", "H", "C", "O", "H", "H", "H", "H", "C", "O", "H", "H", "H", "H", "C", "O", "P", "O", "O", "C", "O", "C", "H", "H", "H", "H", "H", "H", "H", "H", "H", "C", "O", "P", "O", "O", "C", "O", "C", "H", "H", "H", "H", "H", "H", "H", "H", "H", "C", "O", "P", "O", "O", "C", "O", "C", "H", "H", "H", "H", "H", "H", "H", "H", "H", "C", "O", "P", "O", "O", "C", "O", "C", "H", "H", "H", "H", "H", "H", "H", "H", "H", "C", "O", "P", "O", "O", "C", "O", "C", "H", "H", "H", "H", "H", "H", "H", "H", "H", "C", "O", "P", "O", "O", "C", "O", "C", "H", "H", "H", "H", "H", "H", "H", "H", "H", "C", "O", "P", "O", "O", "C", "O", "C", "H", "H", "H", "H", "H", "H", "H", "H", "H", "Cl", "C", "C", "Cl", "H", "H", "H", "H", "Cl", "C", "C", "Cl", "H", "H", "H", "H"],
  "positions_angstrom": [[1.8804, -0.4667, -4.2474], [1.6256, -1.1700, -5.4415], [1.4142, 0.5013, -4.3527], [1.4300, -1.0734, -3.4503], [2.9135, -0.3830, -4.1448], [1.9543, -2.0359, -5.3110], [0.8240, -3.7507, -3.7007], [2.1175, -3.7022, -4.2857], [0.1121, -3.7115, -4.5047], [0.7396, -4.7670, -3.2221], [0.5801, -3.0164, -2.8890], [2.8120, -3.6257, -3.5976], [-3.2334, -4.9449, -3.3276], [-4.6270, -4.9009, -3.1039], [-2.6183, -4.1422, -2.8444], [-2.7126, -5.9326, -3.1069], [-3.1877, -4.8580, -4.4442], [-4.8963, -4.0997, -2.6533], [-4.2690, -0.6929, -3.4888], [-5.3182, -0.6978, -2.5412], [-5.1495, -0.9414, -0.9806], [-6.3702, -0.5858, -0.2799], [-3.8702, -0.0806, -0.5560], [-4.1304, 1.0025, 0.3220], [-4.6741, -2.4884, -0.9809], [-4.7477, -3.2894, 0.2225], [-3.3866, -0.0627, -3.1713], [-4.5093, -0.1366, -4.4209], [-3.8995, -1.7309, -3.7212], [-3.2114, 1.5449, 0.4599], [-4.5650, 0.6813, 1.2787], [-4.6813, 1.8206, -0.1526], [-3.9361, -3.1180, 0.9494], [-4.6694, -4.2659, -0.2337], [-5.7359, -3.2119, 0.6684], [-0.7015, -4.7216, -0.7627], [-1.3348, -5.1205, 0.4362], [-1.2655, -6.6991, 0.8404], [-0.0484, -7.2472, 1.3662], [-2.5462, -6.8956, 1.8064], [-3.6999, -6.1204, 1.4581], [-1.6635, -7.4413, -0.5061], [-1.0632, -8.7378, -0.7591], [0.3565, -4.8884, -0.6538], [-0.7465, -3.6464, -0.8192], [-1.1597, -5.2537, -1.5309], [-3.5188, -5.0719, 1.5584], [-4.4224, -6.5759, 2.1108], [-3.9463, -6.3344, 0.4252], [-0.0040, -8.6895, -0.4435], [-1.0869, -8.8731, -1.8353], [-1.5961, -9.5060, -0.1879], [-1.1642, -0.1440, -5.5641], [-0.6052, 0.9822, -4.9622], [-0.5065, 2.3224, -5.7081], [0.1357, 3.3974, -4.9467], [0.2323, 1.9929, -7.0621], [1.6608, 2.0391, -7.1592], [-1.9893, 2.6346, -6.0583], [-2.3352, 4.0140, -6.4669], [-1.4959, -0.7946, -4.7671], [-0.4944, -0.7528, -6.0986], [-2.0630, 0.1995, -6.0553], [2.0391, 1.2781, -6.4484], [1.9937, 3.0811, -6.8852], [1.9114, 1.7810, -8.1509], [-3.2579, 4.1456, -5.8839], [-2.5155, 3.9971, -7.5382], [-1.4884, 4.7125, -6.3406], [3.1281, 2.8761, -0.9794], [4.5295, 3.2747, -1.1141], [5.6879, 2.6981, -0.1814], [5.8764, 1.2640, -0.1299], [6.9657, 3.5296, -0.5228], [6.9020, 4.9659, -0.4441], [5.2690, 3.3343, 1.2263], [5.9072, 2.7775, 2.3862], [2.6945, 2.5943, -1.9230], [2.6487, 3.6693, -0.4216], [3.1525, 1.9718, -0.3522], [7.8856, 5.2669, -0.8812], [6.7599, 5.3844, 0.5531], [6.0119, 5.3235, -1.0355], [6.9285, 2.6069, 2.2132], [5.5486, 1.8185, 2.6159], [5.7637, 3.5242, 3.2067], [4.4203, -1.5409, -0.1036], [3.8927, -0.7741, 0.9816], [3.5997, -1.5068, 2.3165], [3.2922, -0.6527, 3.4700], [2.3736, -2.4111, 1.9190], [1.8574, -3.2830, 2.9278], [4.7940, -2.5192, 2.6626], [6.0681, -1.9359, 2.8469], [4.4745, -2.6140, 0.0524], [5.4586, -1.2098, -0.3009], [3.8247, -1.3026, -0.9598], [1.8183, -4.2632, 2.5732], [0.8717, -2.8933, 3.1646], [2.4635, -3.3175, 3.8383], [6.0209, -1.2930, 3.7102], [6.3201, -1.3254, 1.9674], [6.8361, -2.6665, 3.0051], [-5.0965, 6.5853, 3.0822], [-3.7285, 6.2790, 3.1991], [-3.1015, 4.8767, 3.4938], [-3.6802, 3.5935, 2.9139], [-1.6457, 5.1079, 3.0178], [-1.1136, 4.4521, 1.8680], [-2.7845, 4.8430, 5.0506], [-2.2158, 5.9088, 5.7721], [-5.1572, 7.3643, 2.3682], [-5.4472, 6.9030, 4.0522], [-5.6536, 5.7320, 2.6916], [-1.5383, 4.8872, 1.0063], [-1.2813, 3.3539, 1.9375], [-0.0436, 4.6284, 1.9025], [-1.1896, 5.9906, 5.4649], [-2.2984, 5.7525, 6.8532], [-2.7463, 6.8539, 5.5256], [-0.2823, 1.7208, -1.6673], [-0.2051, 1.3152, -0.2564], [0.7816, 0.0871, 0.0486], [1.9222, -0.0442, -0.8377], [1.0990, 0.1580, 1.5654], [1.6228, 1.3695, 2.1298], [-0.1850, -1.2095, 0.0114], [-1.1744, -1.3399, 0.9833], [-0.8829, 0.9660, -2.1923], [0.7346, 1.5783, -2.0745], [-0.7077, 2.7080, -1.7283], [2.6724, 1.4089, 2.0246], [1.4513, 1.3682, 3.2099], [1.3024, 2.3186, 1.7185], [-1.7714, -2.2486, 0.5927], [-1.7582, -0.4569, 1.1006], [-0.7296, -1.5506, 1.9647], [-3.7861, 0.0605, 3.7273], [-2.5342, 0.9745, 4.7019], [-1.1972, 0.2756, 4.4308], [-1.2784, -1.4302, 5.0310], [-2.8046, 0.9166, 5.7784], [-2.6407, 1.9609, 4.2841], [-0.4005, 0.6697, 5.0072], [-0.9133, 0.2052, 3.3858], [2.8788, 4.0468, 4.3107], [2.8145, 2.6289, 5.4035], [1.9954, 2.9726, 6.6171], [0.2425, 2.9686, 6.2404], [3.8457, 2.4726, 5.6849], [2.5803, 1.7257, 4.8281], [2.1611, 4.0006, 7.0399], [2.2081, 2.1888, 7.2960]],
  "forces_ev_per_a": [[-1.542, -0.922, -0.170], [-0.713, 1.330, -1.326], [0.059, 0.103, 0.428], [0.247, 0.764, 0.428], [1.872, 0.371, 0.723], [0.584, -1.657, 0.107], [0.106, -1.625, 1.596], [0.747, 0.766, 0.491], [-0.310, 0.253, -0.271], [-0.282, 0.820, -0.346], [0.498, -0.186, -0.907], [-0.780, -0.111, -0.509], [0.962, -0.156, -1.611], [-0.056, -0.626, 0.786], [-0.808, -0.465, -0.331], [-1.161, 0.943, 0.234], [0.770, 0.170, 0.759], [0.222, 0.285, 0.206], [2.085, 0.459, -0.586], [0.116, 0.105, -0.266], [0.434, -0.133, -0.988], [-0.258, -0.378, 0.531], [-0.388, -1.054, -0.360], [0.009, 1.497, 0.445], [0.038, 1.435, 0.419], [-0.125, -0.293, -0.743], [-0.725, -0.866, 0.381], [-0.780, -0.789, 0.564], [-0.499, 0.967, 0.170], [0.893, -0.438, 0.544], [0.139, 0.269, -0.568], [-0.825, -0.606, -0.067], [-0.329, 0.283, -0.491], [0.177, -0.483, 0.501], [0.033, 0.268, 0.200], [1.144, 0.824, 1.442], [-0.676, -1.645, 1.378], [-2.103, 0.750, -0.301], [1.675, -0.115, 1.092], [1.906, 0.887, -0.796], [0.086, -1.433, -0.129], [-0.195, 0.088, -0.419], [0.718, 0.548, 0.327], [0.590, -0.563, -0.346], [-0.611, 0.386, -0.280], [-0.358, -0.518, -1.709], [-0.045, 0.422, 0.525], [-0.802, 0.584, 0.167], [-0.312, 0.003, -0.292], [-0.604, -0.228, -0.074], [-0.314, -0.241, 0.008], [0.105, 0.101, -0.351], [-2.001, -0.538, 0.882], [0.657, -0.277, 1.341], [1.264, 1.779, -0.034], [0.295, -0.165, 0.302], [-0.794, 0.058, -0.777], [-0.099, 0.779, 2.173], [-0.540, 0.696, -0.959], [0.076, -1.110, -0.015], [-0.176, -0.129, 0.505], [0.981, -0.085, -1.194], [-0.177, -0.412, -0.763], [0.278, 0.525, -0.488], [-0.092, -1.197, -0.293], [0.295, -0.208, -1.043], [0.547, 0.854, -0.390], [-0.388, -0.145, -0.041], [-0.647, -0.332, 0.712], [1.594, -0.963, 1.672], [0.526, 0.061, -0.440], [-1.745, 0.908, 0.643], [0.372, -0.892, -0.285], [0.198, 0.296, -0.291], [-0.004, 0.581, -1.431], [-0.351, -0.341, 0.271], [-0.636, 1.969, 0.473], [0.072, 0.415, -0.421], [-0.435, 0.202, -0.299], [-0.403, 0.208, -0.268], [-1.079, 0.196, 0.359], [0.278, -0.554, 0.204], [1.143, -0.242, 0.259], [1.690, 0.229, -0.307], [-1.161, -1.194, 0.464], [0.077, -0.858, -0.623], [1.466, 0.391, -0.736], [0.681, -0.146, 0.170], [-0.853, -0.171, 1.391], [0.386, 0.589, -0.034], [0.836, -0.777, -0.210], [-0.279, 1.306, 0.981], [-0.641, -0.563, -0.816], [0.086, 1.164, -0.377], [-0.441, -0.117, 0.410], [-0.581, 0.073, 0.178], [-0.379, 0.022, -0.426], [-0.243, -1.528, -0.893], [-0.140, -0.263, 0.234], [0.009, 0.363, -0.131], [0.138, 0.355, 0.404], [0.138, -0.123, 0.211], [0.055, -0.696, -0.037], [-0.431, -0.808, 0.156], [0.441, -0.112, -0.185], [0.021, -3.101, -0.226], [0.442, 2.990, 1.532], [1.358, 0.320, -0.671], [0.598, -1.081, 1.148], [-1.648, -1.083, 0.147], [-0.460, 1.274, -0.123], [-0.212, 0.925, -0.551], [-0.433, 0.085, 0.168], [-0.065, -0.027, 0.247], [-0.437, 0.220, -1.211], [-0.091, 0.765, -0.244], [0.105, 0.089, -0.115], [0.605, 0.200, 0.108], [-0.023, -0.340, -0.377], [0.354, -0.440, 0.172], [0.721, -1.762, 0.158], [0.483, 0.094, -0.057], [-1.725, -1.162, -0.443], [0.218, 0.083, -0.913], [-0.410, 1.305, 0.917], [0.133, 0.347, 1.044], [1.873, 1.163, -0.983], [-0.897, -2.505, 0.256], [-0.226, 0.436, 0.091], [-0.541, 0.767, -0.050], [0.103, 0.226, -0.004], [1.334, -0.395, -0.228], [-0.375, -0.212, -0.384], [-0.938, -0.160, -0.445], [0.471, 1.600, 1.112], [-0.809, 0.624, -0.231], [-0.106, -0.305, -0.218], [0.062, 0.212, 0.543], [-0.116, -1.363, -0.263], [-0.902, -0.588, 0.233], [0.062, 0.039, -0.117], [0.110, 0.085, -0.852], [0.389, 0.489, 0.128], [0.616, 0.748, 0.374], [-0.195, 0.228, -0.078], [-0.131, -0.087, -0.428], [0.725, 0.670, -0.429], [-0.371, 0.889, -0.612], [-0.079, -0.050, 0.050], [0.311, 0.058, 0.390], [-0.567, 0.296, 0.331], [0.354, -1.251, -0.477], [-0.170, -0.545, 1.181]]
}